Record 1
Below is a single C2H3NOS molecule, with properties calculated with ωB97M-V/def2-TZVPD.

The value obtained for the HOMO energy (alpha / beta) is -8.084 / -8.209 eV. The charge is 0. The multiplicity is 1. As for the HOMO-LUMO gap (alpha / beta): 7.127 / 7.377 eV.

```
8
Properties=species:S:1:pos:R:3:nbo_charge:R:1
C -0.3465 0.8064 -0.4839 -0.463
C 0.8937 -1.3812 1.1177 0.354
H 0.1719 0.9247 0.5063 0.199
S -0.4893 -1.7650 0.1484 0.649
H -1.4156 1.1900 -0.5082 0.211
O 1.5243 -0.4708 1.4294 -0.432
N -0.4502 -0.5984 -0.8788 -0.730
H 0.1118 1.2942 -1.3309 0.212
```

Record 2
Below is a gas-phase ion, C60H72F5N4O (charge +1), with properties calculated with ωB97M-V/def2-TZVPD.

The value obtained for the HOMO energy is -10.062 eV. The charge is +1. The multiplicity is 1. As for the HOMO-LUMO gap: 7.546 eV.

```
142
Properties=species:S:1:pos:R:3:lowdin_charge:R:1
H -0.6646 6.3862 0.6799 0.110
O 5.6700 -3.2565 -2.6446 0.086
C -1.6298 0.4206 -3.5162 -0.032
H -0.8745 1.1897 -3.7233 0.124
C -2.3054 -1.5505 -2.3219 -0.053
F 5.3349 -2.3648 -6.1296 0.092
C 1.5881 -3.1494 -4.5880 0.009
H -1.9233 -0.8057 0.3095 0.157
C -3.1765 3.5780 1.5702 -0.069
H -3.1288 0.9727 2.4249 0.049
H -4.5604 -0.8057 -4.7699 0.108
C -5.6915 3.0734 1.8335 -0.053
C -4.5184 2.7418 -1.7381 -0.069
C 6.1531 -1.5586 -5.4002 -0.135
H 0.2237 -3.7268 -2.3302 0.084
H 2.3417 -2.8004 -5.3028 0.078
C -1.4818 0.1516 -0.0093 -0.087
H 4.8877 -5.3312 -3.7661 0.100
C -4.2815 2.8265 2.3983 -0.496
C 4.1183 -0.8104 -4.0850 -0.051
H -3.7494 -3.6185 3.9635 0.089
H 1.2326 -4.1332 -4.9240 0.087
C -3.1866 3.1291 -1.6634 -0.057
N 3.5148 -3.8636 -3.2254 -0.024
F 9.7123 -0.8794 -5.0769 0.126
H -2.3317 -4.3874 4.7281 0.094
H -3.3783 -3.3114 5.6630 0.098
C -2.6379 1.0788 -0.4945 -0.189
C -4.9170 1.5233 -1.1838 -0.075
C -2.7554 0.3194 -4.3469 -0.059
H 3.7450 0.2148 -3.9482 0.130
H -1.8133 2.1429 3.9281 0.113
F 8.0191 -2.4211 -6.5965 0.120
C 8.3835 -0.8319 -4.8673 -0.108
C 4.5020 -2.9760 -2.8946 -0.382
H -3.5861 -1.0138 5.2263 0.105
H 1.6001 -4.3706 -1.3652 0.076
C 6.4791 0.0189 -3.6549 -0.129
H -3.7324 -1.1670 3.4611 0.094
H 3.6951 -1.4044 3.2561 0.096
H -2.4465 -4.2616 2.4629 0.112
H 0.7414 -2.4524 -4.5701 0.090
C 2.1695 -3.3034 -3.1679 -0.473
H 3.2440 -5.5670 -4.4254 0.096
C 0.4542 -1.1363 -1.2857 -0.041
H 2.3776 2.9211 0.8796 0.108
H 2.3203 4.8395 -0.2290 0.094
C -3.3987 -1.6993 -3.1840 -0.075
N -0.5479 -0.0847 2.3818 0.057
H 2.2259 -0.4969 3.6581 0.064
H -2.8473 4.0766 -2.0788 0.119
H -0.5257 -3.0878 5.5754 0.099
C -0.8917 2.0221 3.3385 -0.071
C -2.7158 5.8255 0.7426 -0.032
C 3.8329 -1.5937 -2.8047 -0.165
H -4.0858 -2.5452 -3.0567 0.111
C 5.5929 -0.7694 -4.3937 -0.081
H 0.8179 5.9750 2.3469 0.092
C -1.5168 -0.3983 -2.3908 -0.202
C -2.0689 -2.2537 4.2953 -0.525
C -1.7969 3.2413 1.4080 -0.093
C -1.5974 -3.6176 2.2140 -0.028
H 0.7854 4.4412 3.2272 0.073
H 3.5954 -1.2689 -4.9322 0.111
C -0.9977 0.7399 1.3721 -0.032
H 0.7842 4.6182 -1.0935 0.095
H 0.3041 -2.0338 -0.6776 0.088
C 3.1512 -2.4656 1.0115 -0.048
C 1.1657 4.9355 2.3252 -0.025
F 5.9977 0.8012 -2.6494 0.088
H -2.0700 -2.3271 -1.5774 0.121
C 7.5229 -1.6140 -5.6388 -0.113
C 1.2858 2.8427 0.9940 -0.059
C -3.6054 4.8280 1.1086 -0.038
H 4.1702 -2.0634 1.1044 0.102
H -4.6642 5.0809 1.0852 0.113
H 4.2556 -1.0373 -1.9540 0.158
N -1.2615 1.9806 1.9062 0.030
H -4.2606 -0.3504 -0.2937 0.133
C -1.0032 -2.1154 5.3941 -0.030
N 2.4418 -2.0015 -2.5189 -0.025
C -0.8780 4.2774 1.0617 -0.084
C 7.8575 -0.0019 -3.8766 -0.111
H 0.9049 2.2627 0.1455 0.085
C 3.8178 -5.2426 -3.5476 -0.009
H 2.2595 -0.2338 -0.0118 0.070
C -0.6959 -4.0455 1.2428 -0.043
C -3.0146 -1.0637 4.2852 -0.055
C -1.3755 -2.4239 2.9064 -0.063
C 2.2994 -0.1803 1.0809 -0.047
C 0.5256 -3.3843 1.1125 -0.062
H 2.2320 -2.2731 3.7885 0.098
C -4.1585 1.3157 2.4636 -0.057
H -0.5631 0.2386 4.4948 0.104
H 2.9261 -2.5199 -0.0669 0.072
C -4.2375 3.4365 3.8048 -0.030
H -2.9420 1.0709 -5.1172 0.111
H 1.1326 -5.1555 -2.8959 0.092
H 3.5777 -5.9049 -2.7030 0.096
H 1.3120 -3.8592 0.5225 0.085
H 2.2618 4.9303 2.3717 0.100
H -1.1855 2.5020 -1.1436 0.120
H -3.2524 3.3227 4.2711 0.071
C -1.3608 5.5596 0.8144 -0.037
H -5.2576 3.4166 -2.1801 0.117
C -0.2123 0.7123 3.5767 -0.092
H -6.0502 4.0897 2.0261 0.082
C 0.7237 -2.1184 1.6825 -0.092
H -0.2009 -1.4186 5.1295 0.058
C 2.1649 -1.5433 1.7331 -0.508
H 3.2497 0.3004 1.3771 0.114
C -0.6045 -0.0560 -1.1723 -0.229
H -1.4617 -1.7758 6.3347 0.101
H -6.4038 2.3902 2.3167 0.101
C 1.2158 -4.1907 -2.3765 0.000
H -0.9035 -4.9283 0.6378 0.117
H -2.4773 -0.1178 4.1707 0.050
F 8.6839 0.7684 -3.1386 0.114
H -4.4536 4.5117 3.7520 0.096
C -0.3958 -1.5267 2.3412 -0.080
H -4.6776 0.8301 1.6320 0.073
H -5.7224 2.8749 0.7560 0.069
C -3.6519 -0.7405 -4.1633 -0.086
H 1.0639 6.0680 -0.0977 0.079
H 1.1101 2.3067 1.9275 0.057
H 3.1486 -3.4695 1.4582 0.100
C 1.2345 4.9882 -0.1639 -0.047
H -5.9658 1.2095 -1.2148 0.120
C -2.9279 -3.4700 4.6725 -0.069
H -0.0750 0.8825 -1.4061 0.129
H -0.2536 2.8858 3.5589 0.119
C -2.2532 2.2748 -1.0817 -0.070
H 1.4713 0.4548 1.3884 0.034
H -3.0705 6.8081 0.4436 0.118
H 1.6405 -0.0799 -2.6723 0.136
C 1.4765 -1.0534 -2.1846 -0.088
C 2.5985 -1.4216 3.2002 -0.023
C -3.9694 0.6648 -0.6120 -0.043
C 0.6818 4.2267 1.0521 -0.527
H 0.8787 0.8436 3.6584 0.116
H -4.9847 2.9675 4.4583 0.098
H -4.6234 0.9536 3.3907 0.092
```

Record 3
Below is 2 unconnected molecules or ions with the total composition C4H12, with properties calculated with ωB97M-V/def2-TZVPD.

The value obtained for the HOMO energy is -11.322 eV. The charge is 0. Its SMILES is CC.CC. The multiplicity is 1. As for the HOMO-LUMO gap: 12.498 eV.

```
16
Properties=species:S:1:pos:R:3:nbo_charge:R:1
H 1.3757 0.5816 -1.7552 0.209
H 1.4627 2.9563 -1.0860 0.207
C 0.5516 0.8729 -1.1054 -0.620
C 0.1285 -1.5154 1.2739 -0.606
H 0.4242 2.5892 0.1425 0.197
H -0.2441 2.9990 -1.3727 0.207
H 0.0243 -0.4751 1.5821 0.200
H 0.3753 -2.1825 2.1002 0.203
H 0.7370 0.4702 -0.1082 0.211
H -1.2694 -1.4509 -0.3249 0.202
H -1.3962 -2.9059 0.4145 0.207
C 0.5419 2.3837 -0.9312 -0.623
H -2.0127 -1.4021 1.3093 0.208
H -0.4227 0.5236 -1.4212 0.210
H 0.9738 -1.5821 0.5898 0.204
C -1.2497 -1.8624 0.6927 -0.614
```

How do the records compare in ΔE to the lowest compared entry with this formula, charge and spin? In the order shown, they have 3.206, 0.000, 0.601 eV.
How do the records compare in E? In the order shown, they have -16491.9924, -84975.7893, -4341.9274 eV.
How do the records compare in maximum force? In the order shown, they have 2.00, 4.10, 2.21 eV Å⁻¹.